Record 1
Entry from the OMol25 dataset: 5 unconnected molecules or ions with the total composition C28H32BBrClF4NO3P (ωB97M-V with the def2-TZVPD basis set).

CARTESIAN COORDINATES (ANGSTROEM)
1 C 6.60088 0.24392 -1.19757
2 O 6.21190 1.52817 -1.69220
3 C 4.94788 1.45805 -2.34782
4 C 3.76087 1.55767 -1.32174
5 C 3.21925 0.14360 -0.95646
6 B 1.85245 0.10814 -0.09417
7 Cl 1.58918 -1.71000 0.41126
8 Br 1.99086 1.14078 1.66297
9 P 0.27388 0.61426 -1.07137
10 N 0.12173 2.15116 -1.43786
11 O -1.08196 0.20854 -0.13782
12 O 0.19942 -0.33676 -2.46692
13 H 5.92369 -0.56398 -1.51427
14 H 6.56188 0.27877 -0.09685
15 H 7.60990 0.02964 -1.57971
16 H 4.90710 2.30068 -3.05829
17 H 4.85666 0.54696 -2.96615
18 H 2.99789 2.18162 -1.80986
19 H 4.17796 2.05939 -0.43839
20 H 3.16696 -0.46372 -1.87411
21 H 3.98745 -0.32485 -0.31909
22 H 0.94232 2.62825 -1.07910
23 H -1.73398 0.83569 -0.46419
24 H -0.61959 -0.82791 -2.39494
25 F -3.07372 -2.72448 -1.17206
26 C -3.44454 -2.83582 0.11750
27 C -4.17312 -3.94253 0.51593
28 C -4.55413 -4.05896 1.84659
29 C -4.21109 -3.06635 2.75722
30 C -3.48111 -1.95965 2.33829
31 C -3.08998 -1.84284 1.01194
32 H -4.43723 -4.70095 -0.21024
33 H -5.11873 -4.92305 2.17259
34 H -4.51265 -3.15646 3.79364
35 H -3.21572 -1.18503 3.04520
36 H -2.51448 -0.98729 0.67213
37 F -3.86441 4.75830 4.45451
38 C -4.23637 3.56759 3.94634
39 C -3.35926 2.87617 3.13055
40 C -3.74437 1.64720 2.61252
41 C -5.00166 1.13012 2.90747
42 C -5.87274 1.83964 3.72478
43 C -5.48777 3.06480 4.25340
44 H -2.38785 3.29767 2.90572
45 H -3.06327 1.09344 1.97844
46 H -5.30055 0.17354 2.49820
47 H -6.85260 1.43918 3.95076
48 H -6.14907 3.62879 4.89884
49 F 5.11973 -2.39418 -0.95942
50 C 5.70674 -3.47794 -0.43562
51 C 6.95999 -3.85526 -0.88371
52 C 7.56525 -4.97706 -0.33279
53 C 6.90815 -5.71025 0.64856
54 C 5.64696 -5.31893 1.08383
55 C 5.04177 -4.19246 0.54343
56 H 7.45147 -3.27480 -1.65416
57 H 8.54861 -5.27944 -0.66891
58 H 7.38031 -6.58707 1.07409
59 H 5.13388 -5.89176 1.84509
60 H 4.06339 -3.86515 0.87395
61 F -6.51510 4.52011 -2.58160
62 C -5.20801 4.17258 -2.58429
63 C -4.86366 2.83500 -2.52155
64 C -3.51956 2.48055 -2.52943
65 C -2.53745 3.46244 -2.58914
66 C -2.90212 4.80238 -2.64726
67 C -4.24494 5.16240 -2.65006
68 H -5.64135 2.08325 -2.46738
69 H -3.23720 1.43532 -2.48864
70 H -1.48912 3.17928 -2.58884
71 H -2.13917 5.56872 -2.68921
72 H -4.54669 6.20117 -2.70256

Forces on atoms 1 to 3 (eV/Å):
-0.1 0.3 0.2
-0.2 -0.9 -0.6
-0.7 0.8 0.3

Properties
M   663.7 g mol⁻¹
Total charge   -1
Lowest unoccupied orbital energy   2.50 eV
HOMO energy   -5.7 eV

Atomic partial charges in e from the Mulliken method, atoms 1 to 4: -0.444, -0.453, -0.750, -0.062



Record 2
Entry from the OMol25 dataset: a single C5H6O2 molecule (ωB97M-V with the def2-TZVPD basis set).

CARTESIAN COORDINATES (ANGSTROEM)
1 O 1.16869 0.27205 -2.14275
2 C 0.08120 0.09512 -1.63935
3 C -0.12870 -0.11723 -0.16096
4 C 0.53823 1.06400 0.84275
5 C 1.14047 -0.25081 0.61686
6 C -1.36958 -0.70149 0.34230
7 O -1.59247 -0.86919 1.52284
8 H -0.81959 0.05796 -2.28872
9 H 0.06196 1.17427 1.81292
10 H 0.03257 1.58708 0.03830
11 H 0.97759 -0.92061 1.45988
12 H 2.02965 -0.41517 0.02419
13 H -2.12002 -0.97598 -0.42826

Forces on atoms 1 to 3 (eV/Å):
-0.5 0.1 0.4
0.0 -0.1 0.2
-0.1 -1.2 -0.1

Properties
M   98.1 g mol⁻¹
Lowest unoccupied orbital energy   0.02 eV
Relative energy (zero: lowest compared OMol25 entry of this formula, charge and spin)   3.082 eV
HOMO energy   -9.7 eV

Atomic partial charges in e from the Mulliken method, atoms 1 to 4: -0.470, -0.206, 0.844, -0.684



Record 3
Entry from the OMol25 dataset: a molecular structure, C12H15CaNO5 (ωB97M-V with the def2-TZVPD basis set).

CARTESIAN COORDINATES (ANGSTROEM)
1 Ca 0.00000 0.00000 0.00000
2 O 2.91126 0.55147 0.74399
3 C 1.81909 0.32771 0.45049
4 C -1.86814 -0.16801 -0.31820
5 O -3.00564 -0.24400 -0.48942
6 C -0.12959 -1.25197 1.42988
7 O -0.21316 -1.99253 2.30971
8 C 0.14026 1.21816 -1.45769
9 O 0.22007 1.97295 -2.32567
10 C 1.64076 -3.73769 -3.11936
11 H 2.27784 -3.18859 -3.80406
12 H 2.14739 -4.38220 -2.40951
13 C 0.29931 -3.91782 -3.39915
14 H -0.26429 -4.70604 -2.91226
15 H -0.13392 -3.51252 -4.30688
16 O -0.23148 1.71981 1.45305
17 C -0.67838 2.56582 2.21453
18 C 0.33084 3.43199 2.92673
19 C 0.14948 4.92530 2.66891
20 C -1.01447 5.53004 3.45491
21 C -2.40918 5.01358 3.08719
22 C -2.63614 3.52969 3.39942
23 N -2.01447 2.63983 2.43641
24 H 0.32106 3.22866 4.01920
25 H 1.34202 3.15109 2.55192
26 H 1.06677 5.43563 3.03907
27 H 0.06311 5.13063 1.58015
28 H -0.84024 5.36520 4.54285
29 H -1.00095 6.62817 3.28207
30 H -3.11524 5.58977 3.72467
31 H -2.65485 5.22993 2.02522
32 H -2.29396 3.29201 4.43160
33 H -3.73206 3.34525 3.36184
34 H -2.63103 2.00009 1.91113

Forces on atoms 1 to 3 (eV/Å):
0.5 -0.1 -0.1
-4.3 -0.8 -1.1
15.4 2.7 3.7

Properties
M   293.3 g mol⁻¹
Total charge   +2
Lowest unoccupied orbital energy   -10.74 eV
Relative energy (zero: lowest compared OMol25 entry of this formula, charge and spin)   12.279 eV
HOMO energy   -14.9 eV

Atomic partial charges in e from the Mulliken method, atoms 1 to 4: 2.570, -0.123, -0.018, -0.077



Record 4
Entry from the OMol25 dataset: a gas-phase ion, C3H4N3O4 (charge +1) (ωB97M-V with the def2-TZVPD basis set).

CARTESIAN COORDINATES (ANGSTROEM)
1 C -0.16953 0.78357 -1.64269
2 C -0.32172 -1.38083 1.56157
3 C -0.09703 -0.55193 -0.88173
4 N -0.20084 1.84116 -2.01584
5 N 0.13056 -0.34383 0.68391
6 N 0.36077 -1.39219 2.86561
7 O 0.61862 0.74370 1.12778
8 O 1.33384 -0.49437 3.06207
9 O 0.00110 -2.16319 3.71113
10 O -1.02578 -2.28260 1.22979
11 H 1.74864 -0.56353 4.06883
12 H 0.78340 -0.97774 -1.33611
13 H -0.99343 -1.13583 -1.25967
14 H -0.05306 2.80553 -2.32186

Forces on atoms 1 to 3 (eV/Å):
-0.1 -2.7 3.0
1.3 -0.4 0.5
-0.8 1.1 -0.4

Properties
M   146.1 g mol⁻¹
Total charge   +1
Lowest unoccupied orbital energy (alpha / beta)   -5.33 / -5.27 eV
Relative energy (zero: lowest compared OMol25 entry of this formula, charge and spin)   0.776 eV
HOMO energy (alpha / beta)   -11.9 / -13.8 eV

Atomic partial charges in e from the Mulliken method, atoms 1 to 4: 0.082, 0.323, -0.309, 0.162



Record 5
Entry from the OMol25 dataset: a single C5H10O molecule (ωB97M-V with the def2-TZVPD basis set).

CARTESIAN COORDINATES (ANGSTROEM)
1 C 1.97157 0.96898 -0.01219
2 C 1.04990 -0.11737 -0.52062
3 C 0.22312 -0.96412 0.46236
4 C -0.98173 -0.50063 -0.40462
5 C -2.18348 0.12028 0.27772
6 O -0.14483 0.46085 -1.07345
7 H 2.23953 1.64046 -0.83751
8 H 1.46323 1.56771 0.75050
9 H 2.88954 0.54502 0.40723
10 H 1.57264 -0.74370 -1.26060
11 H 0.42872 -2.03742 0.50842
12 H 0.27319 -0.55461 1.48474
13 H -1.34265 -1.22126 -1.16112
14 H -2.83519 -0.64484 0.71614
15 H -1.82997 0.78378 1.06682
16 H -2.79762 0.70290 -0.41926

Forces on atoms 1 to 3 (eV/Å):
0.0 0.0 0.0
0.3 0.0 0.0
0.0 -0.1 0.0

Properties
M   86.1 g mol⁻¹
Lowest unoccupied orbital energy   1.18 eV
Relative energy (zero: lowest compared OMol25 entry of this formula, charge and spin)   0.955 eV
HOMO energy   -9.5 eV

Atomic partial charges in e from the Mulliken method, atoms 1 to 4: -1.377, 0.444, -0.736, 0.424



Record 6
Entry from the OMol25 dataset: a single C2H4Cl2N6 molecule (ωB97M-V with the def2-TZVPD basis set).

CARTESIAN COORDINATES (ANGSTROEM)
1 C -1.45541 0.93734 -0.04955
2 C 1.51994 -0.97968 -0.11847
3 H -1.84346 2.88394 0.50231
4 H -0.10084 2.37121 -0.02485
5 H -0.07954 -2.02396 -0.26106
6 H 1.57692 -2.92448 0.00292
7 N -1.12497 2.22172 -0.16229
8 N -2.77331 0.74722 -0.15046
9 N -0.53899 -0.12636 0.19102
10 N 0.70236 0.29258 0.04287
11 N 0.90396 -2.12505 -0.03932
12 N 2.80311 -0.94245 -0.14510
13 Cl -3.15112 -0.95415 0.10349
14 Cl 3.56134 0.62212 0.10848

Forces on atoms 1 to 3 (eV/Å):
-4.0 -0.9 0.7
1.5 3.7 1.8
3.0 -2.4 -2.8

Properties
M   183.0 g mol⁻¹
Lowest unoccupied orbital energy   -2.11 eV
Relative energy (zero: lowest compared OMol25 entry of this formula, charge and spin)   1.528 eV
HOMO energy   -9.4 eV

Atomic partial charges in e from the Mulliken method, atoms 1 to 4: 0.553, 0.571, 0.328, 0.310